[1]
Below is a 2-piece molecular cluster, C5H8 overall, with properties calculated with ωB97M-V/def2-TZVPD.

XYZ file:
```
13
Properties=species:S:1:pos:R:3:forces:R:3:lowdin_charge:R:1
C 0.301 -1.131 0.530 0.105 0.300 -0.262 -0.118
C 0.346 -1.017 -0.824 0.095 -0.117 -0.120 -0.092
C 0.142 0.410 -1.279 0.080 0.008 -0.030 -0.172
C 0.540 1.184 0.029 -0.061 0.011 -0.002 -0.169
C 0.253 0.122 1.061 -0.030 0.057 0.162 -0.122
H 0.654 -1.799 -1.517 -0.019 0.135 0.106 0.092
H -0.888 0.662 -1.566 0.117 -0.054 0.067 0.111
H 0.780 0.629 -2.143 -0.109 -0.017 0.101 0.104
H -0.059 2.081 0.222 0.108 -0.128 -0.021 0.105
H 1.590 1.499 -0.023 -0.119 -0.062 -0.009 0.112
H -0.145 0.370 2.046 0.100 -0.049 -0.173 0.085
H -1.534 -1.662 1.567 -0.231 0.013 0.156 0.010
H -2.109 -1.311 1.898 -0.035 -0.097 0.026 0.054
```
Forces are in eV/Å.

Results
Relative energy (zero: lowest compared OMol25 entry of this formula, charge and spin): 430.9 kJ/mol
SMILES string: C1=CCCC=1.[H][H]
Frontier orbital gap (spin up / spin down): 0.29298 / 0.26847 Eh
E_HOMO (spin up / spin down): -8.4 / -7.9 eV

***

[2]
Below is C5H8 as an isolated structure, with properties calculated with ωB97M-V/def2-TZVPD.

XYZ file:
```
13
Properties=species:S:1:pos:R:3:forces:R:3:lowdin_charge:R:1
C -0.230 -0.394 -1.194 0.004 -0.079 -0.207 -0.185
C -0.445 -1.133 0.166 -0.204 -0.120 -0.045 -0.051
C 1.156 0.038 0.514 0.230 0.177 0.049 -0.060
C 0.037 0.768 -0.234 0.048 0.221 -0.041 -0.338
C -1.073 0.211 0.661 -0.153 0.033 0.148 -0.184
H -1.168 -0.339 -1.756 0.120 0.002 0.110 0.105
H 0.585 -0.732 -1.842 -0.110 0.054 0.105 0.101
H 0.686 -1.186 0.698 0.079 -0.001 0.036 0.077
H 2.071 -0.167 -0.050 -0.136 -0.004 0.067 0.103
H 1.344 0.352 1.544 -0.045 -0.067 -0.130 0.103
H 0.168 1.824 -0.518 -0.001 -0.154 0.047 0.122
H -1.039 0.432 1.732 0.010 -0.031 -0.161 0.101
H -2.092 0.325 0.279 0.158 -0.032 0.022 0.105
```
Forces are in eV/Å.

Results
Relative energy (zero: lowest compared OMol25 entry of this formula, charge and spin): 468.9 kJ/mol
Frontier orbital gap: 0.31977 Eh
E_HOMO: -7.7 eV

***

[3]
Below is C5H8AgLiO4 as an isolated structure, with properties calculated with ωB97M-V/def2-TZVPD.

XYZ file:
```
19
Properties=species:S:1:pos:R:3:forces:R:3:lowdin_charge:R:1
C -2.295 -1.162 1.921 -0.748 -0.002 -0.633 -0.033
C -0.999 -0.980 1.200 2.072 -0.750 2.311 -0.283
O -0.235 -1.941 0.989 -1.268 0.829 -0.447 -0.108
Li 1.306 -1.846 -0.104 0.049 0.355 0.223 0.677
H -3.007 -0.378 1.609 0.217 -0.352 0.130 0.092
H -2.716 -2.167 1.748 0.196 0.461 0.175 0.091
H -2.112 -1.003 3.003 0.112 -0.105 -0.564 0.105
H -0.560 0.046 1.259 -0.444 -0.202 -0.898 0.118
H -0.512 -0.217 -0.770 0.588 1.557 -1.532 0.089
O -0.259 1.818 -0.384 -0.325 0.422 0.179 -0.368
C 2.346 -0.004 -0.070 0.187 0.015 0.387 -0.415
C -0.231 0.849 -1.322 -0.490 -1.297 1.164 -0.449
O 2.818 0.513 0.944 -0.115 -0.427 -0.332 -0.128
O 2.171 0.972 -1.072 0.438 -0.602 -0.627 -0.257
C 1.135 0.720 -2.013 -0.203 -0.241 -0.248 -0.233
Ag 1.664 2.609 0.430 -0.435 0.382 0.314 0.769
H -1.007 0.955 -2.109 0.114 -0.047 0.150 0.105
H 1.249 1.495 -2.786 -0.063 -0.293 0.204 0.122
H 1.245 -0.279 -2.473 0.119 0.299 0.043 0.107
```
Forces are in eV/Å.

Results
Relative energy (zero: lowest compared OMol25 entry of this formula, charge and spin): 59.6 kJ/mol
Frontier orbital gap: 0.27772 Eh
E_HOMO: -7.7 eV

***

[4]
Below is C5H8AlINO3S2 as an isolated structure, with properties calculated with ωB97M-V/def2-TZVPD.

XYZ file:
```
21
Properties=species:S:1:pos:R:3:forces:R:3:lowdin_charge:R:1
O -2.148 2.517 -0.759 0.158 0.322 0.240 -0.084
C -1.258 1.862 0.164 -0.440 -0.256 -0.853 -0.244
C -0.677 0.634 -0.517 -0.387 -0.148 0.510 -0.157
C 0.406 -0.115 0.300 -1.041 0.054 -0.511 -0.572
N 0.171 0.289 1.752 2.257 0.171 -0.560 0.116
C 1.177 0.363 2.429 -1.614 -0.444 0.723 -0.779
S 2.241 0.303 3.579 0.522 0.268 -0.080 0.696
O 1.653 0.139 -0.216 0.162 -0.267 0.012 -0.144
Al 1.650 -1.005 -1.655 -0.118 0.138 -0.188 -0.222
I 3.865 -1.453 -2.892 -0.051 -0.043 0.314 0.212
O 0.829 -2.324 -0.757 -0.054 1.114 -0.492 -0.259
C 0.277 -1.669 0.348 0.133 -1.377 0.168 -0.681
S -1.416 -2.363 0.522 -0.339 -0.147 -0.155 0.763
H -2.323 1.889 -1.457 -0.138 -0.129 -0.278 0.062
H -1.846 1.618 1.039 0.182 -0.052 0.403 0.105
H -0.448 2.545 0.384 0.060 0.277 0.344 0.118
H -0.277 0.978 -1.457 0.485 -0.009 -0.194 0.073
H -1.475 -0.058 -0.780 -0.243 -0.096 0.116 0.088
H 0.662 -0.422 -2.761 0.231 -0.082 -0.166 -0.040
H 0.854 -2.066 1.180 -0.076 0.570 0.658 0.101
H -1.916 -1.660 1.553 0.309 0.135 -0.012 -0.153
```
Forces are in eV/Å.

Results
Charge: -1
Frontier orbital gap: 0.31281 Eh
E_HOMO: -5.8 eV

***

[5]
Below is C5H8AuF6N2S3Sb2 as an isolated structure, with properties calculated with ωB97M-V/def2-TZVPD.

XYZ file:
```
27
Properties=species:S:1:pos:R:3:forces:R:3:lowdin_charge:R:1
Au 0.681 0.893 -1.223 0.039 -0.002 0.022 0.819
S -1.434 -1.061 0.330 0.012 -0.061 0.056 -0.136
Sb -0.131 -2.092 1.745 -0.049 0.041 -0.051 0.879
S 0.909 -3.800 -0.284 -0.012 -0.031 0.063 0.159
S 0.168 -3.107 -1.833 -0.005 0.020 -0.066 0.245
F 1.641 -0.717 1.578 0.052 -0.045 -0.020 -0.572
Sb 3.382 -0.720 0.587 -0.028 0.054 0.079 1.410
F 4.257 -0.858 2.211 0.015 -0.006 -0.029 -0.297
F 3.062 -2.583 0.508 0.012 -0.017 0.009 -0.430
F 4.842 -0.813 -0.541 0.006 0.017 0.000 -0.295
F 2.167 -0.645 -0.968 -0.021 -0.002 -0.025 -0.503
F 3.257 1.136 0.619 0.002 0.003 -0.022 -0.330
C -3.980 3.593 -0.518 0.002 0.001 0.000 0.000
C -2.631 3.377 -1.109 0.007 0.007 0.003 -0.270
C -1.881 4.142 -1.979 -0.003 -0.003 0.003 0.041
C -0.675 3.460 -2.172 0.028 0.002 -0.008 -0.327
N -0.697 2.335 -1.458 -0.048 -0.001 0.007 -0.148
N -1.887 2.298 -0.817 0.007 0.020 -0.012 0.047
C 0.507 3.841 -2.992 -0.004 0.002 -0.002 -0.027
H -4.518 4.344 -1.092 -0.001 0.000 0.000 0.091
H -3.899 3.946 0.510 0.000 0.000 0.000 0.094
H -4.566 2.674 -0.521 -0.001 -0.001 -0.001 0.089
H -2.168 5.080 -2.423 -0.002 0.001 -0.003 0.125
H -2.106 1.522 -0.212 -0.007 0.000 -0.002 0.083
H 0.247 4.643 -3.679 0.001 0.000 -0.001 0.088
H 0.870 2.992 -3.571 0.000 -0.002 -0.001 0.074
H 1.319 4.190 -2.353 -0.002 0.001 0.000 0.091
```
Forces are in eV/Å.

Results
Relative energy (zero: lowest compared OMol25 entry of this formula, charge and spin): 0.0 kJ/mol
Charge: +1
Frontier orbital gap: 0.22338 Eh
E_HOMO: -12.7 eV

***

[6]
Below is C5H8AuO2 as an isolated structure, with properties calculated with ωB97M-V/def2-TZVPD.

XYZ file:
```
16
Properties=species:S:1:pos:R:3:forces:R:3:lowdin_charge:R:1
O -3.775 0.665 -0.880 1.530 1.405 0.778 -0.036
Au -2.902 3.012 0.248 -0.135 0.925 0.402 0.813
C -2.673 1.053 -0.316 -1.019 -0.536 -2.439 -0.456
O -1.805 0.140 -0.109 3.031 0.258 1.202 0.148
C -4.712 -0.211 -0.194 -1.011 -1.477 0.606 -0.175
C -6.054 0.474 -0.158 -0.336 0.127 0.131 -0.046
H -4.747 -1.160 -0.743 0.181 0.373 -0.039 0.146
H -4.321 -0.403 0.812 -0.042 -0.033 -0.255 0.135
H -6.215 1.077 -1.061 0.010 -0.270 0.177 0.100
H -6.837 -0.294 -0.112 0.154 0.271 0.038 0.105
H -6.145 1.118 0.726 -0.030 -0.089 -0.257 0.089
C 1.548 0.694 0.621 0.885 0.399 0.166 0.393
C 2.700 1.077 0.904 -0.400 -0.487 -0.865 0.271
H 2.163 0.280 1.703 -0.076 -0.364 0.532 0.199
H -0.866 0.529 0.128 -2.849 -0.879 -0.425 0.147
H 3.687 1.478 1.100 0.108 0.377 0.248 0.166
```
Forces are in eV/Å.

Results
Expectation value of S²: 3.762
2S+1: 4
Charge: +2
Frontier orbital gap (spin up / spin down): 0.18118 / 0.11316 Eh
E_HOMO (spin up / spin down): -14.6 / -18.3 eV

***

[7]
Below is a single C5H8B2O4 molecule, with properties calculated with ωB97M-V/def2-TZVPD.

XYZ file:
```
19
Properties=species:S:1:pos:R:3:forces:R:3:lowdin_charge:R:1
O 1.239 -0.099 -2.781 1.388 -1.538 -1.964 0.208
B 0.680 0.451 -1.724 -1.754 2.414 1.202 -0.657
O 0.692 1.843 -1.466 0.414 -0.369 0.295 0.129
C -0.266 -0.381 -0.793 -0.913 0.986 1.873 -0.017
C -0.349 -1.735 -0.702 1.179 1.625 -2.234 -0.061
C -1.082 -2.081 0.448 -1.744 -2.012 2.212 -0.114
C -1.549 -1.009 1.141 0.479 -1.323 -1.437 -0.083
C -1.116 0.282 0.534 1.563 -1.130 -2.163 -0.062
B 0.073 0.889 1.455 -1.275 -1.437 -2.621 -0.701
O 1.151 0.073 1.433 -0.360 -0.980 -0.080 0.209
O 0.036 2.095 1.986 -2.068 1.157 -0.160 0.250
H 1.780 0.331 -3.459 -0.394 0.172 0.689 0.123
H 1.338 2.465 -1.844 -0.375 -0.812 -0.052 0.104
H 0.130 -2.300 -1.536 -0.519 -0.131 1.234 0.130
H -1.373 -3.110 0.853 0.776 1.335 -1.001 0.124
H -2.130 -1.323 1.974 -0.633 0.964 0.913 0.094
H -1.912 0.929 0.088 0.625 -0.285 0.845 0.154
H 1.905 0.399 1.863 1.657 0.568 0.972 0.088
H 0.752 2.282 2.532 1.953 0.795 1.475 0.079
```
Forces are in eV/Å.

Results
Relative energy (zero: lowest compared OMol25 entry of this formula, charge and spin): 0.0 kJ/mol
SMILES string: OB(O)C1=CC=C[C@H]1B(O)O
Frontier orbital gap: 0.29950 Eh
E_HOMO: -7.9 eV

***

[8]
Below is a 2-piece molecular cluster, C5H8B3FN2O5 overall, with properties calculated with ωB97M-V/def2-TZVPD.

XYZ file:
```
24
Properties=species:S:1:pos:R:3:forces:R:3:lowdin_charge:R:1
O -2.065 -0.058 -0.265 0.013 -2.490 4.100 0.022
N -1.887 -0.711 0.774 -1.271 3.111 -4.478 -0.003
O -0.545 -0.960 0.900 0.952 -2.117 -0.169 -0.139
C -0.400 -2.306 0.296 0.188 -1.496 -0.682 -0.056
B 0.795 -3.197 0.999 1.593 -0.591 0.638 -0.304
O 0.975 -3.423 2.446 1.854 -1.950 -3.108 0.133
B 2.003 -4.494 2.696 0.948 1.555 -1.193 -0.103
O 3.350 -4.462 2.023 -3.988 3.141 -1.447 0.146
B 3.107 -3.529 0.872 0.348 -0.029 -0.259 -0.337
F 3.979 -2.381 0.511 -2.897 -4.161 1.240 0.095
O 1.841 -3.810 0.106 0.998 2.897 3.604 0.155
H -0.146 -2.219 -0.850 -0.694 0.059 2.214 0.149
H -1.400 -2.926 0.402 1.766 1.344 -0.183 0.149
H 1.758 -5.384 3.457 0.133 0.416 -0.174 0.108
C -1.450 2.863 -1.177 0.280 -0.212 -0.206 -0.108
C -2.138 4.036 -0.787 0.006 0.425 -0.035 -0.111
C -1.441 5.109 -1.296 -0.067 0.055 0.081 -0.147
N -0.353 4.624 -1.975 -0.001 0.043 -0.051 -0.008
C -0.354 3.255 -1.912 -0.014 -0.096 0.057 -0.138
H -1.725 1.841 -0.947 0.132 0.444 -0.153 0.051
H -3.045 4.093 -0.199 0.155 0.008 -0.107 0.091
H -1.624 6.173 -1.232 0.012 -0.193 0.012 0.103
H 0.340 5.188 -2.448 -0.298 -0.233 0.192 0.146
H 0.425 2.679 -2.394 -0.146 0.070 0.106 0.105
```
Forces are in eV/Å.

Results
SMILES string: O=NOCB1OBOB(F)O1.c1cc[nH]c1
Frontier orbital gap: 0.26742 Eh
E_HOMO: -8.1 eV